A molecular structure, C3H6O3S. Source: the Open Molecules 2025 dataset; level of theory: ωB97M-V/def2-TZVPD.

## Properties
M	122.14	g/mol
Kohn-Sham gap	6.02	eV
HOMO energy	-0.150	eV
lowest unoccupied orbital energy	0.2156	hartree
calculated total energy	-741.68634	a.u.

Geometry as ORCA input:
```
! RIJCOSX wB97M-V def2-TZVPD def2/J DEFGRID3
* xyz -2 1
O 1.30 1.78 -1.04
C 0.57 0.88 -0.30
O 1.25 0.28 0.78
C -0.81 0.49 -0.52
C -1.71 -0.19 0.56
S -3.34 -0.77 0.05
H -1.28 0.75 -1.46
H -0.50 1.57 0.06
H -1.20 -1.07 0.89
H -1.69 0.50 1.47
H 2.77 -2.00 -0.90
H 1.86 -0.47 0.37
O 2.79 -1.74 0.03
*
```



A gas-phase ion, C6H11N2 (charge +1). Source: the Open Molecules 2025 dataset; level of theory: ωB97M-V/def2-TZVPD.

## Properties
M	111.17	g/mol
Kohn-Sham gap (alpha / beta)	8.25 / 8.71	eV
HOMO energy (alpha / beta)	-13.285 / -13.615	eV
lowest unoccupied orbital energy (alpha / beta)	-0.1852 / -0.1801	hartree
calculated total energy	-344.24416	a.u.

Geometry as ORCA input:
```
! RIJCOSX wB97M-V def2-TZVPD def2/J DEFGRID3
* xyz 1 1
C 0.57 -0.53 -0.73
C -0.22 0.26 -1.45
C -0.42 1.85 1.12
C -0.50 0.35 1.33
C -0.64 0.65 -2.69
C 0.67 -1.86 1.30
N -1.32 1.02 0.45
N 0.61 -0.46 0.76
H 1.36 -1.23 -0.94
H -0.88 2.54 1.73
H 0.50 2.21 0.66
H -0.75 -0.14 2.33
H -1.21 -0.13 -3.17
H 0.13 0.96 -3.26
H -1.41 1.37 -2.67
H 0.67 -1.97 2.41
H -0.13 -2.60 0.94
H 1.49 -2.44 0.79
H 1.51 0.16 1.08
*
```



2 unconnected molecules or ions with the total composition C5H12N2O. Source: the Open Molecules 2025 dataset; level of theory: ωB97M-V/def2-TZVPD.

## Properties
M	116.16	g/mol
Kohn-Sham gap	9.72	eV
HOMO energy	-8.767	eV
lowest unoccupied orbital energy	0.0352	hartree
SMILES	[H]/N=C/C.CC(=O)CN
calculated total energy	-382.43630	a.u.

Geometry as ORCA input:
```
! RIJCOSX wB97M-V def2-TZVPD def2/J DEFGRID3
* xyz 0 1
H 1.39 -2.09 0.68
N 0.56 -1.59 0.98
C -0.48 -1.86 0.31
C -1.82 -1.37 0.73
H -0.49 -2.53 -0.55
H -2.27 -0.82 -0.10
H -2.47 -2.21 0.95
H -1.74 -0.72 1.60
C -0.60 1.74 0.11
C -0.10 0.87 -1.02
O -0.82 0.43 -1.88
C 1.45 0.70 -1.10
N 2.19 0.71 0.13
H -0.09 2.70 0.10
H -0.40 1.25 1.05
H -1.68 1.90 0.01
H 1.63 -0.24 -1.62
H 1.80 1.52 -1.74
H 2.14 1.62 0.58
H 1.79 -0.02 0.78
*
```



A molecular structure, C10H13NO3. Source: the Open Molecules 2025 dataset; level of theory: ωB97M-V/def2-TZVPD.

## Properties
M	195.22	g/mol
Kohn-Sham gap	8.15	eV
HOMO energy	-8.005	eV
lowest unoccupied orbital energy	0.0053	hartree
calculated total energy	-668.86781	a.u.

Geometry as ORCA input:
```
! RIJCOSX wB97M-V def2-TZVPD def2/J DEFGRID3
* xyz 0 1
C 3.81 0.92 -0.27
C 2.15 -0.34 0.52
C 1.32 -0.17 -0.80
C -0.14 0.04 -0.47
C -0.26 1.29 0.06
C -1.58 1.73 0.40
C -2.60 0.74 0.12
C -4.61 -0.65 0.15
C -2.29 -0.54 -0.33
C -1.08 -0.94 -0.43
H 4.94 1.11 -0.83
H 3.68 1.64 0.70
H 2.58 1.36 -0.78
H 2.20 0.54 1.17
H 3.12 -2.56 0.83
H 0.65 -2.03 0.60
H 1.69 -1.39 -1.11
H 1.53 0.75 -1.43
H 0.45 2.15 -0.01
H -1.94 2.71 0.97
H -5.43 -0.65 -0.43
H -4.92 -1.13 1.13
H -1.02 -2.02 -0.84
N 1.82 -1.57 1.19
O 3.39 -0.57 -0.05
O -3.98 0.74 0.39
O -3.46 -1.18 -0.44
*
```